1.
Here is C14H12BrF12KN2O7S as an isolated structure from OMol25. Energies are from ωB97M-V/def2-TZVPD.

```
50
Properties=species:S:1:pos:R:3:forces:R:3:mulliken_charge:R:1
N -0.946 0.791 -1.898 -1.466 -0.914 -0.202 -0.36
C -2.042 0.621 -0.878 2.323 -0.881 1.026 0.68
O -3.208 1.474 -0.999 1.115 -1.742 -2.177 -0.32
C -3.721 1.708 -2.331 -1.488 1.695 0.349 -0.07
S -2.851 3.123 -3.280 0.357 -2.034 -0.406 -0.10
Br -4.042 0.083 -3.474 0.391 0.783 0.856 -0.07
C -2.393 -0.985 -0.556 -6.178 -0.881 4.615 -0.18
O -3.309 -1.291 0.405 6.407 1.857 -6.696 -0.55
C -1.745 -2.258 -1.359 -1.958 -1.067 -1.221 0.78
F -2.786 -3.353 -1.296 3.631 3.208 -0.240 -0.29
F -1.552 -2.013 -2.833 -0.109 -0.873 4.619 -0.30
C -0.406 -2.825 -0.603 0.672 -0.283 2.763 0.65
F -0.781 -2.959 0.855 1.177 0.519 -4.683 -0.30
F 0.766 -1.919 -0.638 -3.758 -2.508 -0.245 -0.27
C 0.093 -4.310 -1.077 1.323 -1.919 1.617 0.68
F 1.387 -4.565 -0.339 -3.764 0.829 -2.243 -0.27
F -0.815 -5.429 -0.637 2.979 4.258 -1.699 -0.25
C 0.452 -4.456 -2.669 -0.990 -6.407 -5.607 0.23
O 0.093 -5.602 -3.309 2.301 7.880 4.973 -0.45
O 1.145 -3.450 -3.501 -0.562 -1.962 2.997 -0.42
C -1.320 1.123 0.556 -2.220 0.838 0.523 -0.02
O -2.439 1.598 1.395 3.381 -1.236 0.230 -0.53
F -0.731 -0.048 1.263 -0.601 2.531 -1.773 -0.38
N -0.329 2.183 0.148 -0.312 -0.423 3.038 0.63
C 1.089 1.883 0.549 1.439 0.740 -0.559 -0.83
C 1.443 2.086 2.134 1.546 -1.121 0.105 -0.25
C 2.093 0.680 2.736 0.306 0.905 0.306 -0.64
C 3.724 0.589 2.598 0.261 -0.718 0.317 0.67
F 4.472 1.323 3.671 -2.168 -1.783 -3.519 -0.31
F 4.218 0.954 1.243 -1.205 -0.690 4.165 -0.28
C 4.108 -1.022 2.835 1.323 -1.372 0.226 0.62
F 4.085 -1.699 1.508 -0.196 1.811 4.735 -0.23
F 3.134 -1.638 3.811 3.384 1.770 -3.573 -0.24
F 5.457 -1.221 3.414 -4.587 0.505 -2.008 -0.25
C -0.774 3.587 0.451 -1.818 6.332 -0.878 0.51
O -1.004 4.395 -0.622 1.437 -4.505 5.634 -0.69
O -0.942 4.213 1.770 1.418 -6.571 -5.421 -1.03
H -1.219 0.523 -2.865 0.035 -0.026 1.180 0.38
H -0.070 0.275 -1.659 -1.202 0.564 0.024 0.08
H -4.821 2.156 -2.174 2.697 -1.141 -0.128 0.38
H -1.968 2.408 -4.151 -1.266 0.720 1.350 0.14
H 2.105 -3.702 -3.654 -1.687 -0.024 0.446 0.35
H -2.088 1.586 2.351 -0.615 0.208 -2.127 0.46
H 1.781 2.642 -0.060 -1.653 -1.618 1.232 0.50
H 1.410 0.805 0.149 -0.930 2.295 1.061 0.07
H 2.323 2.890 2.198 -2.274 -1.508 0.122 0.27
H 0.533 2.338 2.825 1.755 -0.171 -1.717 0.26
H 1.857 0.664 3.903 0.694 -0.347 -2.624 0.32
H 1.651 -0.263 2.173 0.921 1.958 1.344 0.19
K -1.115 6.310 1.921 -0.265 2.516 -0.105 1.01
```
Positions in Å, forces in eV/Å.

## Properties
Frontier orbital gap (eV): 7.76
LUMO (eV): -1.139
HOMO (eV): -8.90
Net charge: 0

2.
Here is one molecule with the formula C14H12ClNO3 from OMol25. Energies are from ωB97M-V/def2-TZVPD.

```
31
Properties=species:S:1:pos:R:3:forces:R:3:mulliken_charge:R:1
C 2.371 0.981 -2.514 0.033 -0.088 0.239 -1.35
C 2.079 -0.227 -1.696 -0.199 -0.535 -0.646 0.80
C 1.344 -1.274 -2.109 0.265 0.136 -0.179 -0.58
C 1.048 -2.382 -1.225 0.271 0.069 0.226 0.27
O 0.561 -3.439 -1.548 -0.105 -0.048 0.002 -0.62
C 1.327 -2.045 0.243 0.031 -0.145 -0.069 0.64
C 2.521 -1.145 0.441 0.050 -0.553 0.608 -0.01
O 3.254 -1.207 1.383 -0.171 0.094 -0.312 -0.58
O 2.711 -0.185 -0.494 0.314 0.593 -0.049 -0.32
C 0.092 -1.282 0.700 -0.483 0.069 0.168 0.46
N -0.070 -0.121 0.238 0.822 -0.225 -0.181 -0.10
C -1.052 0.787 0.554 -0.538 0.273 0.361 -0.48
C -1.894 1.261 -0.453 -0.019 -0.083 0.149 -0.56
C -2.819 2.250 -0.190 -0.043 -0.011 -0.031 -0.68
C -2.907 2.807 1.076 0.013 0.032 0.064 -0.44
C -2.064 2.368 2.082 -0.073 0.017 -0.002 -0.54
C -1.150 1.363 1.827 0.038 -0.113 -0.185 0.98
Cl -0.080 0.832 3.086 -0.006 0.076 0.085 -0.20
H -2.116 2.797 3.071 0.016 0.031 0.095 0.42
H -3.625 3.585 1.281 -0.057 0.079 0.025 0.38
H -3.472 2.593 -0.979 -0.061 0.030 -0.068 0.37
H -1.813 0.820 -1.435 0.051 -0.019 -0.110 0.45
C -0.832 -2.040 1.593 -0.187 0.145 0.032 -1.59
H -1.755 -1.486 1.751 -0.029 -0.023 0.044 0.39
H -0.350 -2.214 2.554 0.037 -0.034 0.054 0.34
H -1.055 -3.007 1.144 0.002 -0.082 -0.027 0.45
H 1.446 -2.952 0.838 0.086 0.154 -0.145 0.64
H 0.961 -1.314 -3.114 -0.044 0.104 -0.117 0.41
H 1.910 1.846 -2.040 -0.041 0.079 0.034 0.32
H 1.984 0.872 -3.521 -0.036 -0.029 -0.040 0.35
H 3.445 1.158 -2.545 0.063 0.009 -0.024 0.36
```
Positions in Å, forces in eV/Å.

## Properties
SMILES: CC1=CC(=O)[C@H](/C(C)=N/c2ccccc2Cl)C(=O)O1
Frontier orbital gap (eV): 8.84
LUMO (eV): 0.106
HOMO (eV): -8.73
Net charge: 0

3.
Here is C14H12IN2O2S4SbTi as an isolated structure from OMol25. Energies are from ωB97M-V/def2-TZVPD.

```
37
Properties=species:S:1:pos:R:3:forces:R:3:mulliken_charge:R:1
Ti -0.572 -0.967 -0.010 0.096 -0.260 -0.763 0.62
S 0.108 -2.506 -4.279 -0.005 -0.111 0.109 -0.69
Sb 0.631 -3.064 -2.120 -0.092 0.166 -0.270 0.52
S -1.540 -2.777 -0.847 0.166 0.055 0.105 -0.39
S 1.343 -0.855 -1.081 -0.145 -0.099 0.126 -0.35
I -0.402 -1.223 8.675 -0.004 -0.003 0.278 0.13
C -0.427 -1.149 6.608 0.004 -0.010 -0.285 0.04
C -0.018 -2.262 5.882 -0.026 0.074 -0.045 -0.51
C -0.025 -2.204 4.498 0.051 -0.028 0.101 -0.45
C -0.450 -1.047 3.855 0.065 -0.105 -0.027 0.00
C -0.867 0.059 4.585 -0.059 0.025 0.081 -0.41
C -0.851 0.011 5.969 0.010 -0.038 0.010 -0.51
C -0.447 -1.007 2.388 -0.215 0.458 -0.174 1.35
O 0.103 -1.897 1.680 0.062 -0.188 0.349 -0.45
O -1.019 -0.051 1.743 0.003 0.011 0.285 -0.70
H 0.304 -3.159 6.390 0.004 0.001 0.001 0.37
H 0.296 -3.054 3.912 -0.001 0.015 -0.022 0.43
H -1.201 0.949 4.071 0.012 -0.013 -0.029 0.42
H -1.167 0.866 6.550 -0.001 0.009 -0.011 0.37
N -2.495 -0.707 -3.197 -0.001 0.000 0.036 -0.29
C -1.643 0.200 -2.715 0.163 -0.007 0.196 0.39
S -1.937 0.803 -1.100 0.152 0.021 -0.018 -0.44
N -0.613 0.508 -3.488 -0.085 0.357 0.026 0.04
C 0.431 1.468 -3.388 -0.091 -0.266 0.069 0.78
C 1.529 1.209 -4.204 0.116 0.007 0.030 -0.25
C 2.611 2.071 -4.206 -0.021 0.003 0.004 -0.68
C 2.602 3.202 -3.400 -0.019 -0.052 -0.023 -0.48
C 1.498 3.456 -2.603 -0.047 0.067 0.077 -0.72
C 0.404 2.601 -2.587 0.040 -0.035 -0.132 -0.34
H -3.102 -1.112 -2.503 -0.067 -0.082 -0.018 0.31
H -2.140 -1.353 -3.902 -0.014 0.037 -0.033 0.17
H -0.423 -0.213 -4.187 0.015 -0.041 -0.099 -0.10
H 1.540 0.312 -4.813 0.001 0.006 0.009 0.35
H 3.463 1.853 -4.837 0.000 0.010 0.004 0.37
H 3.447 3.878 -3.397 -0.004 0.005 0.007 0.39
H 1.473 4.339 -1.976 0.022 0.002 -0.011 0.37
H -0.445 2.821 -1.966 -0.086 0.010 0.061 0.36
```
Positions in Å, forces in eV/Å.

## Properties
Frontier orbital gap (eV): 7.56
LUMO (eV): -0.761
HOMO (eV): -8.32
Net charge: 0

4.
Here is C14H12MnN4O2S2 as an isolated structure from OMol25. Energies are from ωB97M-V/def2-TZVPD.

```
35
Properties=species:S:1:pos:R:3:forces:R:3:lowdin_spin:R:1
Mn 0.560 -0.294 -0.121 -0.795 -0.089 0.945 3.88
C 4.902 1.705 2.011 -0.025 -0.019 0.055 0.00
S 4.063 0.459 3.008 0.089 0.025 0.072 -0.01
C 2.693 0.038 2.049 -0.293 -0.067 -0.321 -0.01
S 2.434 0.799 0.482 0.253 -0.021 0.095 -0.06
N 1.930 -0.891 2.533 0.103 0.128 0.181 -0.01
N 0.865 -1.180 1.732 0.592 -0.344 -0.520 -0.04
C 0.443 -2.396 1.731 -0.507 0.144 -0.465 0.04
C -0.712 -2.693 0.864 0.500 0.119 0.195 0.01
C -1.268 -3.951 0.786 -0.320 0.035 -0.035 0.01
C -2.374 -4.120 -0.044 0.030 0.094 -0.032 0.00
C -2.844 -3.040 -0.772 0.021 -0.038 0.033 0.01
C -2.175 -1.825 -0.688 -0.065 -0.031 -0.040 0.01
N -1.136 -1.650 0.119 0.481 -0.047 -0.361 0.02
H 5.779 1.972 2.598 0.009 0.012 -0.018 0.00
H 4.282 2.587 1.874 0.007 0.005 -0.007 0.00
H 5.218 1.296 1.056 0.016 0.009 -0.001 0.00
H 0.935 -3.196 2.273 -0.013 0.211 0.351 0.00
H -0.852 -4.764 1.364 -0.059 -0.012 0.021 0.00
H -2.859 -5.083 -0.127 0.024 -0.017 0.018 0.00
H -3.699 -3.135 -1.425 0.005 0.001 0.000 0.00
H -2.473 -0.975 -1.289 0.008 0.002 -0.003 0.00
O 0.168 0.641 -3.908 0.069 -0.012 -0.068 0.02
C 0.156 0.638 -2.712 -0.140 -0.062 0.203 0.01
O 0.748 -0.270 -1.944 -0.002 0.092 -0.308 0.05
C -0.605 1.686 -1.923 0.097 -0.028 -0.001 0.01
C -1.229 2.744 -2.553 -0.013 0.048 -0.034 0.00
C -1.898 3.672 -1.769 0.010 -0.033 0.024 0.00
C -1.917 3.504 -0.392 -0.015 0.036 -0.045 0.00
C -1.268 2.413 0.157 0.034 -0.055 0.072 0.01
N -0.625 1.517 -0.595 -0.097 -0.076 -0.008 0.06
H -1.170 2.819 -3.629 -0.008 0.000 0.004 0.00
H -2.397 4.517 -2.225 0.005 0.000 0.003 0.00
H -2.423 4.207 0.253 0.003 -0.003 -0.003 0.00
H -1.253 2.249 1.227 -0.005 -0.005 -0.002 0.00
```
Positions in Å, forces in eV/Å.

## Properties
Expectation value of S²: 6.115
Spin multiplicity: 5
Frontier orbital gap (alpha / beta) (eV): 6.73 / 7.16
LUMO (alpha / beta) (eV): -5.076 / -4.671
HOMO (alpha / beta) (eV): -11.81 / -11.83
Net charge: +1

5.
Here is one molecule with the formula C14H12N2O5 from OMol25. Energies are from ωB97M-V/def2-TZVPD.

```
33
Properties=species:S:1:pos:R:3:forces:R:3:mulliken_charge:R:1
C 2.380 -5.435 3.102 0.117 -0.312 0.026 -0.62
H 2.415 -4.966 4.082 -0.007 -0.016 -0.047 0.22
H 3.375 -5.766 2.798 -0.074 0.017 0.063 0.29
H 1.711 -6.298 3.114 0.066 0.059 0.031 0.28
O 1.894 -4.443 2.210 -0.168 0.316 -0.300 -0.35
C 1.815 -4.831 0.913 0.064 -0.068 0.150 0.56
O 2.126 -5.909 0.499 0.039 -0.219 -0.044 -0.55
N 1.347 -3.772 0.178 -0.148 1.043 0.487 0.20
N 1.092 -3.903 -1.133 0.093 -0.746 -0.334 -0.81
C 0.648 -2.941 -1.832 -0.007 -0.049 0.003 -0.30
C 0.360 -1.556 -1.440 -0.045 0.273 0.265 0.15
C 1.215 -0.820 -0.616 -0.095 -0.064 -0.184 -0.62
C 0.906 0.479 -0.266 -0.262 0.325 0.031 -0.37
C -0.267 1.065 -0.729 0.059 -0.493 -0.045 0.45
C -1.114 0.359 -1.574 -0.080 0.282 -0.006 -0.27
C -0.792 -0.938 -1.925 0.257 -0.107 0.135 -0.79
H -1.450 -1.489 -2.579 -0.073 -0.042 -0.080 0.41
H -2.014 0.815 -1.951 -0.021 0.006 0.009 0.42
O -0.475 2.379 -0.353 0.383 -0.013 -0.097 -0.26
C -1.708 2.887 -0.166 -0.456 -0.143 0.084 0.53
O -2.741 2.272 -0.254 0.334 0.264 0.042 -0.59
C -1.634 4.304 0.187 -1.007 0.392 0.150 0.18
C -2.656 5.178 0.478 0.564 -0.769 -0.238 -0.40
C -2.043 6.415 0.750 0.572 0.057 -0.022 -0.42
C -0.701 6.205 0.606 -0.610 0.621 0.198 -0.38
O -0.446 4.941 0.269 0.399 -0.377 -0.122 -0.29
H 0.138 6.864 0.715 0.172 -0.017 -0.016 0.45
H -2.527 7.333 1.015 -0.033 0.218 0.058 0.45
H -3.700 4.942 0.489 -0.208 -0.116 -0.015 0.52
H 1.566 1.057 0.362 0.067 0.073 0.061 0.47
H 2.151 -1.246 -0.285 0.051 -0.047 0.049 0.61
H 0.425 -3.211 -2.856 0.009 -0.039 -0.128 0.42
H 1.103 -2.921 0.685 0.049 -0.308 -0.164 0.41
```
Positions in Å, forces in eV/Å.

## Properties
SMILES: COC(=O)N/N=C\c1ccc(OC(=O)c2ccco2)cc1
Frontier orbital gap (eV): 8.92
LUMO (eV): 0.156
HOMO (eV): -8.77
Net charge: 0

6.
Here is C14H12N2O5S3Tl as an isolated structure from OMol25. Energies are from ωB97M-V/def2-TZVPD.

```
37
Properties=species:S:1:pos:R:3:forces:R:3:mulliken_charge:R:1
Tl 1.308 -0.510 -0.707 0.253 -0.094 -0.091 0.92
O -1.983 0.729 -3.934 -0.508 -0.043 -0.535 -0.44
C -1.397 0.438 -2.789 0.648 0.402 0.118 0.14
O -0.359 0.942 -2.429 -0.174 -0.026 0.028 -0.56
C -2.146 -0.571 -1.975 -0.407 -0.349 0.051 0.54
C -3.413 -1.035 -2.332 0.185 0.022 0.137 -0.71
C -4.027 -1.950 -1.493 0.094 0.063 0.071 -0.69
C -3.377 -2.359 -0.336 0.289 0.059 -0.053 -0.80
C -2.102 -1.853 -0.072 -0.384 0.027 -0.345 1.17
N -1.514 -0.986 -0.888 -0.042 0.165 0.095 0.11
C -1.264 -2.205 1.131 0.299 0.193 -0.016 0.24
O -1.779 -2.991 2.061 -0.087 -0.296 0.331 -0.46
O -0.143 -1.774 1.265 -0.337 -0.178 0.081 -0.44
H -1.471 1.384 -4.441 0.037 -0.143 0.306 0.39
H -3.897 -0.686 -3.229 0.006 0.037 -0.076 0.52
H -5.007 -2.336 -1.733 -0.046 -0.018 0.008 0.45
H -3.871 -3.071 0.312 0.020 -0.007 0.050 0.21
H -2.673 -3.320 1.891 0.140 0.192 -0.149 0.30
O 2.634 -0.646 1.713 -0.165 -0.162 -0.070 -0.47
C 2.862 0.552 2.413 0.298 0.123 0.200 -0.71
C 1.885 1.654 2.080 -0.025 0.096 0.017 0.78
C 1.927 2.862 2.770 -0.095 -0.079 -0.119 -0.98
C 1.013 3.849 2.451 -0.019 -0.193 -0.059 -0.21
C 0.065 3.588 1.471 0.053 -0.020 -0.049 -0.89
C 0.105 2.367 0.828 -0.133 0.302 -0.006 0.04
N 1.002 1.428 1.113 0.131 -0.340 -0.006 -0.04
H 1.810 -1.041 2.030 -0.006 -0.096 0.103 0.27
H 3.870 0.880 2.140 -0.082 -0.053 0.096 0.34
H 2.849 0.379 3.499 0.059 0.066 -0.158 0.36
H 2.666 3.015 3.539 0.120 0.024 0.135 0.44
H 1.032 4.800 2.959 -0.006 0.080 0.067 0.43
H -0.675 4.322 1.201 -0.114 0.087 -0.043 0.42
H -0.592 2.114 0.042 -0.121 0.089 -0.107 0.30
S 5.108 -3.081 -3.113 0.087 0.112 -0.021 -0.07
C 4.205 -1.714 -2.584 -0.102 0.056 0.097 0.41
S 3.042 -3.014 -2.627 -0.064 0.042 0.032 -0.09
S 4.308 -0.161 -2.226 0.198 -0.142 -0.120 -0.23
```
Positions in Å, forces in eV/Å.

## Properties
Frontier orbital gap (eV): 7.61
LUMO (eV): -3.488
HOMO (eV): -11.10
Net charge: +1